{"formula": "C36H80F2O16SSi", "method": "wB97M-V/def2-TZVPD", "elements": ["C", "C", "C", "C", "C", "C", "C", "C", "C", "C", "C", "C", "O", "C", "C", "O", "C", "C", "Si", "F", "C", "O", "C", "C", "C", "C", "C", "C", "S", "O", "O", "F", "C", "C", "H", "H", "H", "H", "H", "H", "H", "H", "H", "H", "H", "H", "H", "H", "H", "H", "H", "H", "H", "H", "H", "H", "H", "H", "H", "H", "H", "H", "H", "H", "H", "H", "H", "H", "H", "H", "C", "O", "H", "H", "H", "H", "C", "O", "H", "H", "H", "H", "C", "O", "H", "H", "H", "H", "C", "O", "H", "H", "H", "H", "C", "O", "H", "H", "H", "H", "C", "O", "H", "H", "H", "H", "C", "O", "H", "H", "H", "H", "C", "O", "H", "H", "H", "H", "C", "O", "H", "H", "H", "H", "C", "O", "H", "H", "H", "H", "C", "O", "H", "H", "H", "H"], "coordinates": [[4.2171, -1.5267, 0.8008], [3.8439, -0.6071, -0.3875], [2.6925, -1.3167, -1.1353], [5.1094, -0.5146, -1.2584], [3.4308, 0.7247, 0.2559], [3.1177, 1.9722, -0.6254], [4.2565, 2.9756, -0.4311], [2.9673, 1.7245, -2.1355], [1.7976, 2.6049, -0.1490], [0.6542, 1.8169, 0.0425], [-0.5635, 2.3306, 0.4865], [-0.6677, 3.6898, 0.7647], [-1.7871, 4.3335, 1.2484], [-2.8241, 3.5468, 1.7889], [-3.8646, 3.1390, 0.7692], [-4.3552, 4.2990, 0.1151], [-4.8160, 4.0566, -1.1869], [-6.1866, 3.3212, -1.2651], [-6.1224, 1.5013, -1.6331], [-7.3917, 0.9985, -2.4416], [-6.0871, 0.4754, -0.0461], [-6.4879, -0.8777, -0.2272], [-5.5822, -1.6859, -0.8741], [-6.1119, -2.6269, -1.7570], [-5.2595, -3.4844, -2.4352], [-3.8860, -3.4136, -2.2508], [-3.3557, -2.4817, -1.3615], [-4.2120, -1.6292, -0.6738], [-4.3683, 1.0822, -2.9256], [-4.3542, 2.0458, -3.9839], [-3.1879, 1.0085, -2.1144], [-4.5575, -0.3254, -3.5659], [0.4424, 4.5009, 0.5519], [1.6448, 3.9703, 0.1002], [3.4218, -1.5121, 1.5412], [4.3680, -2.5487, 0.4698], [5.1333, -1.1476, 1.2530], [2.3463, -2.1694, -0.5560], [1.8322, -0.6788, -1.2834], [3.0248, -1.7065, -2.0925], [5.6038, -1.4827, -1.2315], [4.8513, -0.3428, -2.2986], [5.7885, 0.2463, -0.8867], [4.2601, 1.0058, 0.9069], [2.6117, 0.5046, 0.9327], [4.1193, 3.8820, -1.0089], [5.2179, 2.5201, -0.6468], [4.2685, 3.2826, 0.6090], [3.9446, 1.5197, -2.5600], [2.6470, 2.6671, -2.5815], [2.2277, 0.9852, -2.4107], [0.7304, 0.7609, -0.1685], [-1.3838, 1.6494, 0.6266], [-3.3269, 4.1681, 2.5264], [-2.4419, 2.6791, 2.3257], [-4.6928, 2.6849, 1.3238], [-3.4634, 2.4479, 0.0301], [-4.9490, 5.0362, -1.6331], [-4.0581, 3.5553, -1.7884], [-6.7513, 3.8021, -2.0601], [-6.7477, 3.4348, -0.3406], [-6.8420, 0.9264, 0.5970], [-5.1436, 0.5544, 0.4864], [-7.1808, -2.6630, -1.8830], [-5.6876, -4.2106, -3.1071], [-3.2037, -4.0585, -2.7787], [-2.2913, -2.4160, -1.2145], [-3.7870, -0.9202, 0.0188], [0.3624, 5.5581, 0.7468], [2.4585, 4.6631, -0.0309], [4.6019, -5.6442, 0.9660], [3.3117, -5.0382, 0.8281], [5.3460, -4.9206, 0.6376], [4.7905, -5.9095, 2.0074], [4.6700, -6.5372, 0.3428], [2.6624, -5.6835, 1.1172], [5.2290, -9.5341, -0.8768], [4.1503, -8.6014, -0.8565], [5.6317, -9.5920, 0.1315], [4.8853, -10.5249, -1.1815], [6.0193, -9.1983, -1.5547], [3.7924, -8.5482, -1.7460], [-1.0778, 8.3992, 1.0914], [0.2042, 7.8416, 1.3617], [-1.6988, 7.6024, 0.6896], [-1.5409, 8.7824, 2.0046], [-1.0105, 9.2041, 0.3544], [0.7625, 8.5352, 1.7212], [-0.8238, 0.9545, -5.2340], [-0.6331, 0.4306, -3.9274], [-0.3314, 0.2810, -5.9324], [-1.8865, 1.0126, -5.4858], [-0.3782, 1.9498, -5.3285], [-1.0751, 1.0246, -3.3093], [3.6133, 2.2323, -5.9805], [4.4120, 1.2340, -5.3517], [3.5424, 3.0820, -5.3069], [4.0759, 2.5502, -6.9191], [2.6083, 1.8495, -6.1790], [4.4618, 0.4891, -5.9558], [5.7457, 5.1031, 2.7679], [5.1603, 5.3872, 1.5021], [5.5742, 4.0498, 2.9760], [6.8229, 5.2899, 2.7562], [5.2838, 5.6987, 3.5599], [5.3072, 6.3171, 1.3112], [4.0837, -7.8387, 4.6710], [5.1505, -7.2152, 3.9546], [3.2656, -7.9986, 3.9734], [4.4004, -8.8044, 5.0731], [3.7367, -7.2061, 5.4894], [5.8723, -7.0747, 4.5721], [-8.6396, 6.0816, 0.7504], [-7.4415, 5.3251, 0.9465], [-9.3650, 5.4322, 0.2659], [-9.0393, 6.4253, 1.7042], [-8.4459, 6.9435, 0.1067], [-6.7975, 5.8983, 1.3702], [1.8102, -5.5726, 7.3618], [2.1625, -6.9409, 7.5510], [1.5947, -5.4339, 6.3057], [0.9211, -5.3110, 7.9409], [2.6328, -4.9104, 7.6439], [2.3540, -7.0681, 8.4835], [5.0781, -13.5609, -2.2965], [3.9974, -12.6327, -2.3090], [5.4577, -13.6055, -1.2791], [4.7442, -14.5584, -2.5926], [5.8842, -13.2379, -2.9605], [3.6575, -12.5907, -3.2064], [-9.0450, 7.6826, 4.5269], [-9.5371, 8.1633, 3.2781], [-9.2598, 6.6182, 4.5752], [-7.9649, 7.8301, 4.6086], [-9.5399, 8.1815, 5.3635], [-9.3492, 9.1044, 3.2339]], "atomic_forces_ev_per_a": [[0.06, 0.60, -0.24], [0.13, -0.70, 0.43], [0.12, -0.02, 0.29], [-0.61, -0.23, -0.09], [0.32, -0.01, -0.47], [-0.60, 0.25, 0.11], [-0.28, -0.19, 0.43], [0.27, 0.55, 0.14], [-0.43, -0.08, 0.23], [0.36, 0.34, -0.12], [0.31, 0.10, 0.01], [0.22, 0.15, -0.02], [0.20, -0.33, -0.03], [-0.17, 0.28, -0.03], [-0.22, 0.39, -0.01], [0.20, -0.18, 0.15], [-0.47, 0.32, -0.03], [0.82, -0.42, -0.52], [-0.47, -0.10, 1.03], [-0.13, -0.03, -0.37], [0.05, -0.15, -0.26], [0.11, 0.11, 0.04], [-0.09, -0.46, -0.39], [0.33, 0.15, 0.23], [-0.13, 0.06, 0.12], [0.30, 0.36, 0.33], [-0.73, -0.22, -0.27], [0.24, 0.14, 0.20], [0.88, 0.99, 0.01], [-0.35, -0.23, -0.30], [-0.08, -0.23, 0.25], [-0.18, -0.24, -0.22], [0.00, -0.17, -0.15], [-0.37, -0.11, 0.10], [-0.08, -0.13, 0.18], [0.04, -0.16, -0.02], [0.11, -0.10, 0.22], [-0.07, -0.13, 0.06], [-0.14, 0.14, -0.24], [-0.06, 0.04, -0.23], [0.23, -0.09, 0.01], [0.16, 0.33, -0.12], [0.18, 0.10, -0.06], [0.08, 0.05, 0.14], [-0.26, 0.04, 0.01], [0.13, 0.07, -0.33], [0.12, -0.02, -0.25], [0.14, 0.10, 0.18], [-0.04, -0.34, -0.25], [-0.09, 0.09, -0.06], [0.02, -0.24, -0.04], [-0.15, -0.16, 0.05], [-0.24, -0.10, -0.01], [0.03, 0.24, 0.08], [0.10, -0.20, -0.06], [0.00, -0.34, -0.01], [0.12, -0.21, -0.10], [-0.01, 0.18, 0.00], [0.20, -0.10, 0.05], [-0.25, -0.05, -0.09], [-0.05, 0.24, 0.15], [-0.13, 0.06, 0.10], [0.14, 0.06, 0.09], [-0.17, -0.03, -0.09], [0.01, -0.11, -0.14], [-0.05, -0.19, -0.17], [0.16, 0.05, 0.05], [0.04, 0.10, 0.06], [-0.03, 0.15, 0.10], [0.19, 0.02, 0.01], [-0.23, -0.09, 0.07], [0.11, 0.11, -0.05], [-0.06, 0.07, -0.01], [0.12, 0.00, -0.06], [0.10, 0.00, 0.01], [-0.03, -0.02, -0.02], [-0.14, 0.04, -0.14], [0.08, -0.07, 0.06], [-0.02, 0.06, 0.03], [0.05, -0.02, 0.01], [0.06, -0.05, 0.05], [-0.05, 0.02, 0.00], [0.17, 0.00, 0.05], [-0.09, 0.04, -0.03], [0.02, -0.04, 0.01], [-0.06, 0.01, -0.03], [-0.07, 0.00, -0.01], [0.04, -0.01, 0.01], [-0.02, 0.02, 0.24], [0.02, 0.10, -0.06], [0.01, -0.02, 0.00], [0.01, 0.03, -0.08], [-0.02, 0.00, -0.09], [-0.02, -0.15, 0.06], [0.10, -0.34, -0.07], [-0.03, 0.14, 0.02], [0.04, -0.02, 0.05], [-0.11, 0.14, 0.00], [-0.04, 0.13, -0.02], [0.04, -0.07, 0.06], [-0.05, 0.14, -0.15], [0.07, 0.04, 0.13], [-0.02, -0.02, -0.02], [0.01, -0.04, 0.06], [0.03, -0.05, 0.05], [-0.02, 0.01, -0.04], [0.26, 0.13, 0.06], [-0.11, -0.10, 0.03], [0.02, 0.01, -0.05], [-0.10, -0.03, 0.01], [-0.09, -0.08, 0.02], [0.04, 0.03, -0.02], [0.28, -0.03, 0.16], [-0.19, -0.04, -0.07], [0.04, -0.04, -0.02], [-0.11, 0.07, -0.10], [-0.12, 0.02, -0.01], [0.10, -0.06, -0.03], [0.06, -0.15, 0.14], [-0.02, 0.12, -0.05], [0.01, -0.02, -0.02], [-0.01, 0.06, -0.04], [-0.03, 0.06, -0.03], [0.01, -0.06, 0.01], [-0.15, 0.10, -0.12], [0.11, -0.07, 0.02], [-0.02, 0.02, 0.02], [0.06, -0.03, 0.03], [0.05, -0.05, 0.03], [-0.06, 0.03, 0.00], [-0.02, 0.18, -0.12], [0.06, -0.04, 0.16], [-0.02, -0.01, -0.03], [0.00, -0.05, 0.06], [0.02, -0.06, 0.05], [-0.04, 0.02, -0.06]], "fmax_ha_per_bohr": 0.02571, "smiles": "CC(C)(C)CC(C)(C)c1ccc(OCCOCC[Si@](F)(COc2ccccc2)S(=O)(=O)F)cc1.CO.CO.CO.CO.CO.CO.CO.CO.CO.CO.CO", "gap_ev": 8.2}

***

{"formula": "C36H81ClGeN7O6P2SbSi3Ti", "method": "wB97M-V/def2-TZVPD", "elements": ["Ti", "O", "C", "C", "C", "C", "N", "C", "C", "C", "C", "C", "C", "O", "C", "C", "N", "H", "H", "H", "H", "H", "H", "H", "H", "H", "H", "H", "H", "C", "N", "C", "P", "O", "O", "P", "O", "N", "C", "C", "N", "C", "C", "N", "C", "C", "H", "H", "H", "H", "H", "H", "H", "H", "H", "H", "H", "H", "H", "H", "H", "H", "H", "H", "H", "H", "H", "H", "H", "H", "C", "N", "C", "C", "O", "H", "H", "H", "H", "H", "H", "H", "C", "Sb", "C", "C", "H", "H", "H", "H", "H", "H", "H", "H", "H", "Cl", "C", "H", "H", "C", "Si", "C", "C", "Ge", "Si", "C", "C", "C", "Si", "C", "C", "C", "H", "H", "H", "H", "H", "H", "H", "H", "H", "H", "H", "H", "H", "H", "H", "H", "H", "H", "H", "H", "H", "H", "H", "H", "H", "H", "H"], "coordinates": [[-0.2391, 0.2666, -0.7670], [0.3540, -0.3530, 6.9090], [1.0001, 0.8066, 6.4273], [0.5583, 1.0589, 5.0129], [1.0366, 2.1552, 4.3003], [0.6179, 2.3387, 2.9960], [-0.2398, 1.5303, 2.3682], [-0.7172, 0.5036, 3.0652], [-0.3410, 0.2239, 4.3756], [-1.7429, -0.3524, 2.3978], [-2.8086, -0.8240, 3.1549], [-3.8196, -1.5695, 2.5720], [-4.9861, -2.0623, 3.3962], [-4.6117, -2.3849, 4.7190], [-3.7060, -1.8312, 1.2149], [-2.6188, -1.3354, 0.5288], [-1.6472, -0.5866, 1.0799], [0.5754, -0.4782, 7.8369], [2.0889, 0.6914, 6.4421], [0.7550, 1.6874, 7.0283], [1.7248, 2.8612, 4.7522], [0.9826, 3.1893, 2.4231], [-0.7150, -0.6454, 4.8966], [-2.8686, -0.5888, 4.2088], [-5.4748, -2.8961, 2.8864], [-5.7218, -1.2603, 3.4769], [-4.1852, -3.2486, 4.7291], [-4.4503, -2.4148, 0.6851], [-2.5222, -1.5497, -0.5247], [-1.2844, 4.7918, 1.6347], [0.1346, 4.6232, 1.3037], [1.0068, 5.6995, 1.7762], [0.5639, 3.7127, 0.0253], [-0.4090, 2.6163, -0.2168], [2.0065, 3.1452, 0.4744], [2.5518, 1.6531, 0.3960], [1.4826, 0.5943, 0.1702], [3.2006, 1.4906, 1.8696], [3.6292, 0.1538, 2.2973], [3.9488, 2.5743, 2.5180], [3.5743, 1.6970, -0.8670], [3.8303, 0.5264, -1.7066], [4.7072, 2.6293, -0.8120], [0.9291, 4.5377, -1.3414], [2.1134, 5.4026, -1.4257], [-0.2468, 5.1500, -1.9850], [-1.6657, 5.7463, 1.2641], [-1.4081, 4.7628, 2.7183], [-1.8613, 3.9788, 1.2087], [0.6875, 6.6724, 1.3952], [2.0398, 5.5293, 1.4759], [0.9750, 5.7327, 2.8662], [3.1463, -0.6123, 1.7028], [3.3365, 0.0023, 3.3366], [4.7133, 0.0468, 2.2111], [3.5808, 3.5480, 2.2077], [5.0179, 2.5058, 2.3067], [3.8065, 2.4905, 3.5963], [2.9897, -0.1577, -1.6670], [4.7311, -0.0024, -1.3887], [3.9625, 0.8560, -2.7388], [4.4883, 3.4842, -0.1755], [4.9125, 2.9976, -1.8174], [5.6048, 2.1342, -0.4330], [2.9650, 4.9469, -0.9312], [1.9320, 6.3902, -0.9932], [2.3660, 5.5357, -2.4775], [-0.0573, 5.2390, -3.0540], [-0.4460, 6.1467, -1.5779], [-1.1242, 4.5196, -1.8525], [-1.2689, -1.3832, -5.8110], [-1.7955, -0.8468, -4.5570], [-3.0808, -0.1621, -4.6278], [-1.1127, -0.9528, -3.4473], [-1.5042, -0.5173, -2.3298], [-1.9404, -2.1482, -6.1988], [-0.2864, -1.8185, -5.6460], [-1.1900, -0.5756, -6.5376], [-3.0004, 0.6709, -5.3261], [-3.3532, 0.2064, -3.6490], [-3.8415, -0.8560, -4.9839], [-0.1535, -1.4637, -3.5409], [-4.1776, 2.3167, 1.0053], [-3.2047, 1.5917, -0.7567], [-4.8481, 0.3039, -1.2927], [-3.7603, 3.2284, -2.0149], [-5.2327, 2.4570, 0.7689], [-3.7588, 3.2632, 1.3392], [-4.0789, 1.5867, 1.8100], [-5.5211, 0.8450, -1.9598], [-5.3872, 0.0449, -0.3817], [-4.5208, -0.6156, -1.7777], [-4.8488, 3.2616, -2.0564], [-3.3570, 3.1110, -3.0196], [-3.3959, 4.1659, -1.5939], [-0.5581, 2.0851, -3.2972], [0.7170, 1.0878, -2.4796], [1.4819, 1.8069, -2.2058], [1.1290, 0.4268, -3.2346], [2.7169, -2.1190, -3.6858], [2.5335, -2.8751, -1.9677], [3.9924, -2.3932, -0.8816], [2.6485, -4.7166, -2.2436], [0.4594, -2.2470, -0.8742], [0.7071, -3.3341, 1.2831], [1.5404, -2.2257, 2.5422], [1.7502, -4.8799, 1.2043], [-0.9696, -3.8524, 1.9624], [-0.9966, -3.8473, -1.9870], [-0.6411, -3.9267, -3.8429], [-2.8432, -3.5491, -1.8479], [-0.7161, -5.5670, -1.3182], [3.7690, -1.8939, -3.8900], [2.1478, -1.2042, -3.8515], [2.3964, -2.8485, -4.4353], [4.8915, -2.2220, -1.4823], [4.2166, -3.2052, -0.1880], [3.8004, -1.4985, -0.2891], [3.5720, -4.9004, -2.8040], [1.8225, -5.1075, -2.8374], [2.7030, -5.2811, -1.3131], [2.6205, -2.4006, 2.5346], [1.1763, -2.4654, 3.5463], [1.3616, -1.1648, 2.3631], [2.7765, -4.6894, 0.8926], [1.3279, -5.6439, 0.5537], [1.7836, -5.2904, 2.2197], [-1.2600, -3.2070, 2.7964], [-0.8950, -4.8771, 2.3394], [-1.7721, -3.8297, 1.2236], [0.2782, -3.4255, -4.1518], [-0.5496, -4.9774, -4.1358], [-1.4722, -3.5066, -4.4177], [-3.1627, -2.5455, -2.1412], [-3.2069, -3.7466, -0.8360], [-3.3352, -4.2651, -2.5152], [0.2700, -5.9509, -1.5801], [-1.4615, -6.2171, -1.7891], [-0.8406, -5.6459, -0.2387]], "atomic_forces_ev_per_a": [[-1.16, 0.72, -0.22], [0.07, 0.07, 0.01], [-0.09, -0.09, -0.05], [0.08, 0.14, 0.01], [-0.12, -0.14, 0.10], [0.16, -0.04, 0.28], [-0.04, -0.05, 0.28], [-0.07, -0.11, 0.03], [0.00, -0.11, -0.02], [0.13, 0.33, 0.07], [-0.02, -0.03, 0.11], [0.03, -0.03, 0.03], [0.06, 0.01, 0.06], [0.00, 0.03, -0.08], [-0.06, 0.04, -0.03], [0.04, 0.02, 0.08], [-0.02, -0.23, -0.21], [-0.01, 0.00, -0.01], [0.05, -0.01, 0.01], [-0.03, 0.02, 0.05], [-0.04, -0.02, 0.02], [-0.16, -0.56, 0.70], [-0.05, 0.01, -0.01], [0.04, -0.02, 0.00], [0.01, -0.04, 0.00], [-0.03, 0.02, -0.02], [-0.03, 0.01, 0.01], [0.03, 0.01, 0.02], [0.08, 0.08, 0.00], [0.15, -0.03, 0.13], [-0.38, 0.78, -0.44], [-0.10, -0.02, 0.00], [-0.45, -0.39, -0.49], [0.28, 0.16, -0.29], [0.14, 0.13, -0.17], [-0.44, -0.49, -0.01], [0.58, 0.26, -0.02], [0.50, -0.03, 0.12], [0.17, 0.21, -0.06], [-0.15, -0.12, 0.10], [0.22, -0.14, -0.12], [0.06, 0.28, -0.23], [-0.02, -0.05, -0.05], [0.11, 0.31, -0.01], [-0.10, -0.07, -0.14], [0.04, 0.01, -0.02], [0.02, 0.01, -0.01], [0.02, 0.00, 0.05], [0.08, -0.05, -0.03], [0.01, 0.00, 0.00], [0.00, -0.03, -0.02], [-0.01, -0.01, 0.05], [0.08, 0.12, -0.08], [-0.01, 0.00, 0.02], [0.03, 0.01, 0.00], [-0.02, 0.01, -0.03], [0.01, -0.01, -0.02], [0.02, -0.03, -0.01], [-0.05, 0.09, -0.01], [-0.05, 0.17, -0.05], [0.00, 0.03, -0.01], [-0.03, -0.01, 0.02], [-0.01, 0.00, 0.00], [0.00, 0.00, 0.00], [0.02, -0.05, 0.04], [-0.01, 0.01, 0.01], [0.00, 0.00, -0.01], [0.01, 0.00, 0.01], [0.00, 0.00, 0.00], [0.06, -0.01, 0.00], [0.00, 0.19, 0.00], [0.01, 0.00, -0.01], [0.07, -0.06, -0.11], [-0.07, 0.09, -0.01], [0.31, 0.10, 0.33], [0.00, 0.01, -0.01], [-0.05, 0.04, -0.03], [-0.01, 0.01, -0.01], [-0.01, 0.00, 0.00], [-0.01, 0.04, 0.13], [-0.02, -0.01, -0.01], [0.01, 0.11, 0.02], [0.04, -0.04, 0.04], [-0.05, -0.09, -0.04], [0.02, 0.03, -0.05], [0.03, 0.03, 0.03], [0.03, 0.01, 0.04], [-0.05, -0.02, 0.00], [-0.01, 0.01, -0.03], [0.01, -0.06, 0.03], [0.00, 0.00, -0.03], [0.01, 0.02, 0.00], [0.03, 0.05, -0.02], [-0.02, -0.01, 0.02], [-0.01, -0.02, -0.01], [0.24, -0.09, -0.15], [-0.25, 0.40, -0.10], [0.08, 0.03, 0.02], [-0.01, -0.13, -0.02], [0.04, 0.05, -0.13], [-0.08, 0.17, 0.07], [0.10, -0.12, 0.23], [0.01, -0.14, 0.01], [0.41, -0.83, 0.19], [-0.08, 0.17, -0.04], [-0.02, 0.03, 0.13], [0.06, -0.13, -0.04], [-0.13, -0.04, -0.01], [0.01, 0.13, 0.00], [-0.01, -0.17, -0.13], [-0.21, -0.03, 0.02], [0.04, -0.13, 0.04], [-0.07, -0.02, -0.02], [0.05, 0.05, -0.02], [0.04, 0.05, 0.01], [-0.05, -0.04, 0.06], [-0.01, -0.05, 0.01], [0.04, -0.23, 0.06], [-0.03, -0.02, 0.03], [0.03, 0.01, -0.06], [0.00, 0.00, -0.06], [-0.10, -0.03, 0.02], [0.04, -0.01, -0.02], [-0.13, -0.09, 0.08], [0.04, 0.01, 0.01], [0.03, -0.04, 0.01], [0.01, 0.01, -0.04], [-0.03, -0.04, -0.05], [-0.03, 0.06, 0.03], [0.04, -0.06, 0.03], [-0.02, -0.13, 0.01], [-0.02, 0.05, 0.00], [0.11, -0.14, 0.10], [0.00, -0.09, -0.06], [0.00, -0.01, -0.07], [-0.01, 0.03, 0.05], [-0.04, -0.03, 0.05], [0.04, -0.01, 0.03], [-0.05, 0.00, 0.01]], "fmax_ha_per_bohr": 0.02688, "total_charge": 2, "relative_energy_kj_mol": 165.27, "gap_ev": 7.4}